# 1
# C25H28N2O4S

An isolated molecule of C25H28N2O4S (the ωB97M-V functional and the def2-TZVPD basis, OMol25).

XYZ file:
```
60
Properties=species:S:1:pos:R:3
C -5.484 0.993 -2.651
H -5.828 0.363 -3.469
O -4.084 1.057 -2.763
C -3.459 1.898 -1.820
C -3.281 1.236 -0.433
N -1.929 0.768 -0.218
C -1.417 -0.377 -0.727
O -0.238 -0.651 -0.594
C -2.382 -1.346 -1.398
C -3.129 -2.099 -0.349
C -2.608 -2.847 0.661
C -3.593 -3.420 1.498
C -4.854 -3.101 1.117
S -4.866 -2.092 -0.278
H -5.785 -3.393 1.559
H -3.367 -4.044 2.344
H -1.550 -2.987 0.795
H -3.052 -0.823 -2.078
H -1.767 -2.040 -1.976
C -0.971 1.716 0.335
C -0.550 1.394 1.746
C -0.866 0.194 2.366
C -0.454 -0.053 3.665
C 0.272 0.896 4.363
C 0.579 2.104 3.757
C 0.168 2.352 2.461
H 0.401 3.298 1.992
H 1.135 2.856 4.297
H 0.593 0.701 5.375
H -0.705 -0.993 4.134
H -1.437 -0.554 1.840
C 0.189 1.866 -0.690
O -0.082 2.190 -1.829
N 1.433 1.727 -0.218
H 1.569 1.311 0.691
C 2.594 1.832 -1.078
C 3.521 0.656 -0.940
C 4.895 0.837 -0.934
C 5.762 -0.239 -0.831
C 5.254 -1.527 -0.721
C 3.870 -1.713 -0.720
C 3.016 -0.638 -0.831
H 1.949 -0.796 -0.836
H 3.489 -2.718 -0.635
O 6.008 -2.659 -0.611
C 7.408 -2.537 -0.629
H 7.794 -3.552 -0.545
H 7.773 -1.942 0.214
H 7.761 -2.094 -1.566
H 6.825 -0.056 -0.834
H 5.305 1.833 -1.018
H 2.215 1.905 -2.104
H 3.132 2.760 -0.845
H -1.453 2.702 0.333
H -3.512 1.949 0.362
H -3.975 0.400 -0.333
H -2.469 2.124 -2.231
H -4.028 2.832 -1.723
H -5.932 1.990 -2.747
H -5.806 0.551 -1.701
```

The calculation puts the LUMO energy at 0.62 eV. As for the multiplicity: 1. As for the SMILES: COCCN(C(=O)Cc1cccs1)[C@H](C(=O)NCc1ccc(OC)cc1)c1ccccc1. The calculation puts the HOMO-LUMO gap at 8.8 eV. Its total energy is -1778.114631 hartree. The charge is 0. The value obtained for the energy above the lowest of the compared OMol25 structures with the same formula, charge and spin is 24.0 kcal/mol. As for the HOMO energy: -8.16 eV.



# 2
# Cl2H2OSi

Cl2H2OSi as an isolated structure (the ωB97M-V functional and the def2-TZVPD basis, OMol25).

XYZ file:
```
6
Properties=species:S:1:pos:R:3
O 0.375 0.621 -1.384
Si -0.260 0.007 0.833
Cl 1.522 -0.151 -2.349
Cl -2.227 -0.008 0.970
H 0.463 0.822 1.800
H 0.128 -1.292 0.130
```

The calculation puts the LUMO energy at -1.04 eV. As for the multiplicity: 1. The calculation puts the HOMO-LUMO gap at 7.8 eV. Its total energy is -1286.217136 hartree. The charge is 0. The value obtained for the energy above the lowest of the compared OMol25 structures with the same formula, charge and spin is 150.6 kcal/mol. As for the HOMO energy: -8.86 eV.



# 3
# C4H7IOS

C4H7IOS as an isolated structure (the ωB97M-V functional and the def2-TZVPD basis, OMol25).

XYZ file:
```
14
Properties=species:S:1:pos:R:3
C -1.031 -0.462 0.472
C -0.680 -0.537 -0.970
C -0.256 0.661 1.162
C 0.712 -0.010 -1.130
O 2.256 -0.007 0.892
S 1.295 1.107 0.117
I 1.183 0.865 -3.075
H -2.223 -0.133 0.694
H -0.692 -1.320 1.034
H -0.632 -1.607 -1.435
H -1.491 0.094 -1.473
H -0.861 1.576 1.097
H 0.150 0.550 2.177
H 2.270 -0.778 0.438
```

The calculation puts the LUMO energy at 0.47 eV. As for the multiplicity: 1. The calculation puts the HOMO-LUMO gap at 8.0 eV. Its total energy is -927.596890 hartree. The charge is 0. The value obtained for the energy above the lowest of the compared OMol25 structures with the same formula, charge and spin is 70.0 kcal/mol. As for the HOMO energy: -7.54 eV.



# 4
# C5H6N

An isolated ion of composition C5H6N and charge +1 (the ωB97M-V functional and the def2-TZVPD basis, OMol25).

XYZ file:
```
12
Properties=species:S:1:pos:R:3
C -1.575 -0.261 -0.178
C -0.976 1.063 -0.195
C 1.759 0.242 -0.417
C -0.626 -1.161 0.228
C 0.627 -0.399 0.409
N 0.308 1.048 0.204
H -2.650 -0.534 -0.429
H -1.655 1.990 -0.305
H 2.645 0.641 0.106
H 1.760 0.140 -1.446
H -0.691 -2.145 0.523
H 1.072 -0.624 1.497
```

The calculation puts the LUMO energy at -6.42 eV. As for the multiplicity: 1. As for the SMILES: C1=C[C@H]2C[N+]2=C1. The calculation puts the HOMO-LUMO gap at 9.2 eV. Its total energy is -248.473752 hartree. The charge is +1. The value obtained for the energy above the lowest of the compared OMol25 structures with the same formula, charge and spin is 89.1 kcal/mol. As for the HOMO energy: -15.58 eV.